Record 1
Formula: C29H34CrN4S3Sb2
Source: OMol25
Level of theory: wB97M-V/def2-TZVPD

XYZ file:
```
73
Properties=species:S:1:pos:R:3
Cr 0.2333 -0.2713 -0.9173
C -4.3863 -3.0726 -0.4275
S -4.3848 -1.3114 -0.0214
C -2.7450 -0.8284 -0.2963
S -1.5223 -1.8847 -0.9081
N -2.5453 0.4377 -0.0016
N -1.2670 0.8300 -0.1282
C -0.9780 2.0207 0.2802
C 0.4280 2.3697 0.2656
C 0.9208 3.5720 0.7622
C 2.2852 3.7822 0.7912
C 3.1301 2.7894 0.3076
C 2.5704 1.6351 -0.1979
N 1.2521 1.4122 -0.2190
H -5.4078 -3.3255 -0.7004
H -4.0738 -3.6526 0.4368
H -3.7257 -3.2585 -1.2691
H -1.7532 2.6769 0.6590
H 0.2202 4.3117 1.1270
H 2.6981 4.7009 1.1858
H 4.2035 2.9092 0.3286
H 3.1928 0.8533 -0.6179
S 1.6042 -2.3763 -4.6545
C 1.6519 -3.5598 -3.4241
C 1.3255 -3.0530 -2.2033
C 1.0308 -1.6541 -2.2190
C 1.1307 -1.1770 -3.5021
C 0.7491 0.1794 -3.8132
C 0.9429 0.8040 -5.0455
C 0.5338 2.1076 -5.2148
C -0.0792 2.7640 -4.1524
C -0.2431 2.0859 -2.9669
N 0.1637 0.8232 -2.7780
H 1.9074 -4.5787 -3.6733
H 1.2699 -3.6856 -1.3254
H 1.4199 0.2489 -5.8417
H 0.6784 2.6140 -6.1596
H -0.4348 3.7797 -4.2498
H -0.7427 2.5635 -2.1367
C 1.3173 -3.5588 1.4981
Sb 1.8694 -1.6223 0.7860
C 3.7725 -2.1466 -0.0585
C 2.7765 -0.7156 2.5721
C 2.6262 -1.5108 3.8374
C 3.5707 -2.5183 4.0618
C 3.5316 -3.3291 5.1815
C 2.5235 -3.1441 6.1147
C 1.5884 -2.1438 5.9150
C 1.6188 -1.3085 4.7938
C 0.5828 -0.2411 4.6795
Sb -1.0539 -0.8372 3.3783
C -2.3826 0.6685 4.1658
C -1.7263 -2.4262 4.6645
H 0.2949 -3.7826 1.1985
H 1.4018 -3.5841 2.5841
H 2.0020 -4.2881 1.0681
H 4.2371 -2.8859 0.5934
H 4.4163 -1.2686 -0.1125
H 3.6478 -2.5645 -1.0546
H 2.4289 0.3142 2.6614
H 3.8302 -0.7060 2.2968
H 4.3585 -2.6627 3.3288
H 4.2841 -4.0932 5.3282
H 2.4772 -3.7590 7.0041
H 0.8087 -1.9897 6.6518
H 0.9843 0.6973 4.2914
H 0.1225 -0.0431 5.6473
H -2.6051 0.4393 5.2070
H -3.3037 0.7024 3.5883
H -1.8884 1.6384 4.1046
H -1.7783 -2.0570 5.6888
H -1.0308 -3.2624 4.6117
H -2.7158 -2.7554 4.3501
```

Output
Expectation value of S²   3.83
ΔE to the lowest compared entry with this formula, charge and spin   74.52 kJ/mol
Gap between HOMO and LUMO (alpha / beta)   0.244 / 0.234 Ha
Total charge   +1
E_HOMO (alpha / beta)   -10.37 / -10.37 eV
LUMO (alpha / beta)   -3.72 / -4.01 eV
2S+1   4

Record 2
Formula: C29H34CrN6O6S2
Source: OMol25
Level of theory: wB97M-V/def2-TZVPD

XYZ file:
```
78
Properties=species:S:1:pos:R:3
Cr -1.2345 -0.6402 -0.9716
O -2.3616 2.6159 -2.8218
C -1.8936 2.6395 -4.1673
C -2.1288 1.3251 -4.8912
N -1.4959 0.1978 -4.2267
C -1.9929 -1.1019 -4.6215
C -2.0207 -2.1504 -3.5108
O -2.5151 -3.2328 -3.7168
O -1.4617 -1.8109 -2.3735
C -0.0570 0.2794 -4.1334
C 0.4575 0.8535 -2.8181
O 1.5721 1.3106 -2.7024
O -0.4061 0.8108 -1.8143
H -1.7214 2.0747 -2.3289
H -0.8331 2.9122 -4.1797
H -2.4325 3.4322 -4.6853
H -1.7907 1.4486 -5.9345
H -3.2030 1.1337 -4.9187
H -1.4265 -1.5488 -5.4503
H -3.0189 -1.0116 -4.9764
H 0.4013 0.8535 -4.9473
H 0.3710 -0.7261 -4.1841
S -1.0104 0.5986 1.0590
C 0.6552 0.7341 1.1297
N 1.2778 1.5382 1.9689
C 2.7417 1.6050 1.9757
C 3.2370 1.5227 0.5604
N 2.7290 0.2931 -0.0424
C 3.6461 -0.3605 -0.9934
C 4.7769 -1.0391 -0.2621
C 4.5260 -2.1214 0.5791
C 5.5674 -2.7269 1.2634
C 6.8677 -2.2600 1.1109
C 7.1237 -1.1870 0.2722
C 6.0786 -0.5768 -0.4103
C 1.5139 -0.1195 0.2008
S 0.8737 -1.5407 -0.4405
C 0.5534 2.2938 3.0109
C 0.3296 1.4772 4.2608
C 1.4004 1.1679 5.0963
C 1.2046 0.4082 6.2383
C -0.0694 -0.0399 6.5622
C -1.1423 0.2783 5.7442
C -0.9434 1.0321 4.5954
H 3.1485 0.7888 2.5786
H 3.0345 2.5500 2.4272
H 4.3241 1.4750 0.5474
H 2.9045 2.3701 -0.0449
H 4.0209 0.4302 -1.6437
H 3.0623 -1.0488 -1.5968
H 3.5155 -2.4992 0.6883
H 5.3675 -3.5716 1.9096
H 7.6802 -2.7385 1.6416
H 8.1352 -0.8246 0.1447
H 6.2811 0.2569 -1.0738
H -0.3915 2.6255 2.5845
H 1.1576 3.1744 3.2255
H 2.3941 1.5394 4.8699
H 2.0421 0.1772 6.8832
H -0.2251 -0.6264 7.4580
H -2.1383 -0.0573 6.0021
H -1.7816 1.2809 3.9569
C -4.4356 -3.1304 1.3886
N -4.5683 -1.8963 0.6078
C -5.7512 -1.2369 0.4585
C -5.8441 -0.1047 -0.2660
C -4.6636 0.3691 -0.9261
N -3.5143 -0.2974 -0.7918
C -3.4581 -1.3784 0.0128
O -2.3273 -1.8925 0.2062
N -4.6970 1.4466 -1.6958
H -5.4057 -3.3716 1.8130
H -3.7069 -2.9865 2.1821
H -4.1018 -3.9379 0.7414
H -6.6012 -1.6763 0.9611
H -6.7861 0.4110 -0.3676
H -5.5573 1.9520 -1.8114
H -3.8579 1.7863 -2.1761
```

Output
Expectation value of S²   0.76
ΔE to the lowest compared entry with this formula, charge and spin   59.03 kJ/mol
Gap between HOMO and LUMO (alpha / beta)   0.259 / 0.259 Ha
Total charge   +1
E_HOMO (alpha / beta)   -10.72 / -10.69 eV
LUMO (alpha / beta)   -3.67 / -3.63 eV
2S+1   2

Record 3
Formula: C29H34F2MgN3O2S2
Source: OMol25
Level of theory: wB97M-V/def2-TZVPD

XYZ file:
```
73
Properties=species:S:1:pos:R:3
Mg -0.4897 -0.1870 -0.0316
C 4.3222 1.9288 0.9128
C 3.0163 1.9180 0.1168
C 3.2726 2.0874 -1.3824
C 2.0443 2.9733 0.6169
C 2.3931 4.3175 0.5278
C 1.5064 5.3124 0.9009
C 0.2443 4.9610 1.3526
C -0.1470 3.6290 1.4629
C -1.5932 3.3466 1.8458
C -2.4187 3.0085 0.5977
C -1.8207 2.2949 2.9389
C 0.7844 2.6391 1.1269
N 0.4210 1.2646 1.2328
C 0.8071 0.6241 2.2989
C 0.5850 -0.7596 2.4914
C 0.8568 -1.5225 3.6316
C 0.4362 -2.8096 3.3328
C -0.0679 -2.7797 2.0103
N 0.0324 -1.5511 1.4885
C -0.6612 -3.9837 1.3052
C 0.3313 -5.1516 1.3974
C -0.9673 -3.7118 -0.1623
C -1.9677 -4.3697 2.0158
H 4.9761 1.1198 0.5780
H 4.1377 1.7962 1.9819
H 4.8600 2.8726 0.7801
H 2.5600 0.9384 0.2442
H 3.7305 3.0576 -1.5974
H 2.3398 2.0140 -1.9446
H 3.9425 1.3032 -1.7424
H 3.3693 4.5856 0.1396
H 1.7865 6.3556 0.8188
H -0.4697 5.7347 1.6158
H -1.9629 4.2956 2.2429
H -2.0342 2.1155 0.0987
H -2.3962 3.8245 -0.1264
H -3.4606 2.8075 0.8631
H -1.7653 1.2773 2.5510
H -2.8196 2.4294 3.3614
H -1.0965 2.3878 3.7520
H 1.3172 1.1633 3.0999
H 1.2854 -1.1592 4.5547
H 0.4730 -3.6724 3.9812
H 1.3031 -4.8661 0.9884
H -0.0457 -6.0060 0.8269
H 0.4793 -5.4730 2.4312
H -0.0603 -3.4647 -0.7172
H -1.6838 -2.9024 -0.2819
H -1.4074 -4.6089 -0.6088
H -1.7968 -4.5600 3.0785
H -2.3858 -5.2766 1.5653
H -2.6987 -3.5648 1.9228
F -3.1934 -1.2974 0.7894
C -2.6315 -0.4526 -0.1905
F -2.7457 -1.2410 -1.4032
H -3.4080 0.3014 -0.3430
O -2.1134 1.5089 -2.5325
S -0.8593 1.1159 -3.1040
O -0.1227 2.0932 -3.8611
N 0.1244 0.4513 -1.9439
C 0.6595 -0.7260 -2.3616
S 1.8810 -1.5126 -1.5607
C -0.0253 -1.2528 -3.5858
C 0.1588 -2.4742 -4.2071
C -0.6246 -2.7701 -5.3154
C -1.5614 -1.8556 -5.7941
C -1.7308 -0.6215 -5.1806
C -0.9539 -0.3572 -4.0719
H 0.8868 -3.1712 -3.8119
H -0.5131 -3.7262 -5.8109
H -2.1680 -2.1112 -6.6540
H -2.4558 0.0957 -5.5432
```

Output
ΔE to the lowest compared entry with this formula, charge and spin   0.00 kJ/mol
Gap between HOMO and LUMO   0.262 Ha
Total charge   -1
E_HOMO   -4.86 eV
LUMO   2.27 eV
2S+1   1

Record 4
Formula: C29H34GeN10O3SbSe4V
Source: OMol25
Level of theory: wB97M-V/def2-TZVPD

XYZ file:
```
83
Properties=species:S:1:pos:R:3
V -0.4070 0.9115 -0.1720
C -5.2481 3.4085 -0.9706
N -4.2106 3.5210 -1.9676
C -3.1078 2.7700 -2.0811
N -2.4939 3.0390 -3.2186
C -3.2933 3.9897 -3.7659
N -4.3530 4.3089 -3.0536
C -6.4120 2.6064 -1.5077
C -7.7240 2.9298 -1.1932
C -8.7820 2.1996 -1.7249
C -8.5440 1.1463 -2.5890
C -7.2282 0.8157 -2.9050
C -6.1747 1.5348 -2.3573
C -6.9429 -0.2893 -3.8171
N -7.7486 -1.0802 -4.4415
N -6.9563 -1.9611 -5.1655
C -5.7344 -1.6373 -4.9172
O -5.6462 -0.5807 -4.0804
C -4.5029 -2.2885 -5.3614
C -4.5790 -3.5121 -6.0193
C -3.4120 -4.1681 -6.3700
C -2.1801 -3.6124 -6.0572
C -2.0992 -2.3781 -5.4226
C -0.7353 -1.8010 -5.1286
N -0.7187 -0.8379 -4.0491
C -1.1519 -0.9769 -2.7942
N -0.8832 0.1317 -2.1447
C -0.2464 0.9209 -3.0347
N -0.1204 0.3807 -4.2237
C -3.2679 -1.7140 -5.0812
H -5.5725 4.4098 -0.6910
H -4.7872 2.9483 -0.0941
H -2.8021 2.0860 -1.2979
H -3.0887 4.4614 -4.7138
H -7.9218 3.7681 -0.5356
H -9.7998 2.4672 -1.4711
H -9.3554 0.5773 -3.0225
H -5.1568 1.2753 -2.6168
H -5.5502 -3.9428 -6.2205
H -3.4602 -5.1302 -6.8633
H -1.2690 -4.1468 -6.3016
H -0.3466 -1.2611 -5.9916
H -0.0394 -2.6099 -4.8990
H -1.6359 -1.8397 -2.3631
H 0.1816 1.8505 -2.7135
H -3.2219 -0.7610 -4.5696
C -4.1607 -0.9164 0.8135
C -2.8246 -0.6955 0.1405
O -2.2586 -1.6383 -0.4208
O -2.3624 0.5098 0.1876
H -3.9730 -1.3942 1.7763
H -4.7701 -1.5845 0.2036
H -4.6791 0.0193 1.0137
C 1.9859 -1.4596 -1.2789
Ge 2.0689 0.2388 -0.2384
C 3.1585 1.3421 -1.4886
C 3.3103 -0.1230 1.2384
C 0.2558 2.5779 -0.2137
H 2.9647 -1.9484 -1.3021
H 1.6912 -1.2325 -2.3085
H 1.2553 -2.1439 -0.8432
H 4.1464 0.8925 -1.6332
H 3.2817 2.3561 -1.1042
H 2.6568 1.3992 -2.4578
H 4.2414 -0.5124 0.8155
H 2.8708 -0.8460 1.9232
H 3.5152 0.7868 1.8033
H 0.1831 3.1102 -1.1740
H 0.7253 3.1660 0.5660
Se -3.4701 0.3485 4.4196
Sb -1.0886 0.0993 4.6973
Se 0.1377 0.4126 2.0630
Se 0.0628 1.9588 5.6642
Se -0.2585 -2.1106 5.0540
N -2.7907 2.9945 2.2224
C -2.3096 3.7819 3.1984
C -2.0899 5.0186 2.6293
C -2.4628 4.8530 1.2827
N -2.8727 3.6155 1.0421
H -2.9323 1.9921 2.2948
H -2.1331 3.3912 4.1872
H -1.6873 5.8924 3.1123
H -2.4216 5.5670 0.4730
```

Output
ΔE to the lowest compared entry with this formula, charge and spin   166.32 kJ/mol
Gap between HOMO and LUMO (alpha / beta)   0.179 / 0.185 Ha
Total charge   -2
E_HOMO (alpha / beta)   -1.83 / -2.00 eV
LUMO (alpha / beta)   3.03 / 3.03 eV
2S+1   1

Record 5
Formula: C29H34MnN5O4S
Source: OMol25
Level of theory: wB97M-V/def2-TZVPD

XYZ file:
```
74
Properties=species:S:1:pos:R:3
Mn 1.1725 -0.2825 0.5220
N -1.6485 -2.0128 -2.2124
C -0.7693 -1.1906 -1.6374
N -0.1419 -1.4527 -0.5341
C -0.3671 -2.6711 0.1152
N 0.2758 -2.9739 1.1904
N 1.1539 -1.9697 1.5212
C 1.9596 -2.1529 2.4834
C 2.8593 -1.0339 2.7478
C 3.7629 -1.0085 3.7926
C 4.5466 0.1219 3.9714
C 4.4044 1.1871 3.1013
C 3.4791 1.0826 2.0735
N 2.7290 0.0006 1.9012
C -1.3734 -3.5746 -0.4280
C -1.7209 -4.7767 0.1952
C -2.6693 -5.5980 -0.3711
C -3.2863 -5.2346 -1.5711
C -2.9595 -4.0531 -2.1999
C -2.0015 -3.2251 -1.6222
H -2.0885 -1.7322 -3.0742
H -0.5768 -0.2445 -2.1359
H 1.9688 -3.0715 3.0636
H 3.8415 -1.8588 4.4580
H 5.2614 0.1677 4.7827
H 4.9995 2.0836 3.2049
H 3.3279 1.8828 1.3596
H -1.2230 -5.0421 1.1176
H -2.9355 -6.5296 0.1095
H -4.0301 -5.8846 -2.0127
H -3.4363 -3.7677 -3.1299
C 0.1073 4.2700 -5.5712
O -0.0685 3.9222 -4.2028
C 0.6463 2.8914 -3.7100
C 1.5287 2.1206 -4.4922
C 2.2147 1.1054 -3.8800
C 2.0634 0.7797 -2.5166
C 2.8297 -0.2963 -1.9318
C 4.0308 -0.8936 -2.6198
O 2.5751 -0.7935 -0.8236
C 1.1567 1.5656 -1.7275
O 0.9327 1.3732 -0.4662
C 0.4763 2.6164 -2.3683
H -0.5389 5.1238 -5.7474
H -0.1887 3.4510 -6.2285
H 1.1413 4.5504 -5.7764
H 1.6761 2.3177 -5.5421
H 2.8863 0.5193 -4.4912
H 4.2764 -0.4588 -3.5809
H 3.8788 -1.9676 -2.7275
H 4.8821 -0.7581 -1.9507
H -0.1925 3.2295 -1.7785
C -1.8749 3.6089 4.6278
C -1.9051 2.5861 3.4959
C -1.5309 1.2062 4.0122
S -1.1534 -0.0599 2.7983
O -0.0996 0.5786 1.9133
C -2.6606 -0.1316 1.7873
C -2.6711 0.8057 0.5839
C -3.6922 0.3351 -0.4472
H -2.1420 4.5995 4.2603
H -0.8792 3.6745 5.0708
H -2.5786 3.3449 5.4200
H -1.2077 2.8729 2.7062
H -2.9032 2.5577 3.0616
H -2.2988 0.7752 4.6610
H -0.6040 1.2506 4.5907
H -3.5107 0.0132 2.4596
H -2.6862 -1.1717 1.4499
H -1.6690 0.8376 0.1500
H -2.8943 1.8236 0.8901
H -3.4681 -0.6780 -0.7869
H -3.6951 0.9939 -1.3165
H -4.7041 0.3239 -0.0372
```

Output
Expectation value of S²   0.78
Gap between HOMO and LUMO (alpha / beta)   0.247 / 0.233 Ha
Total charge   +1
E_HOMO (alpha / beta)   -9.81 / -9.46 eV
LUMO (alpha / beta)   -3.09 / -3.11 eV
2S+1   2

Record 6
Formula: C29H34NO7PPdSe3
Source: OMol25
Level of theory: wB97M-V/def2-TZVPD

XYZ file:
```
76
Properties=species:S:1:pos:R:3
Pd -0.7849 0.7733 -0.6410
O 3.0217 3.8824 -4.3514
C 1.6677 3.4192 -4.3774
C 1.4631 2.0105 -3.8131
C 2.2205 1.0095 -4.7022
O 1.9291 -0.3545 -4.4578
C -0.0445 1.7233 -3.8405
Se -1.0960 2.4225 -2.3312
C 2.0130 1.9892 -2.3761
Se 1.4813 0.4538 -1.2627
H 3.3157 3.8198 -3.4364
H 1.3712 3.4453 -5.4291
H 1.0202 4.1056 -3.8196
H 3.2983 1.1950 -4.5954
H 1.9653 1.1946 -5.7520
H 1.8692 -0.4735 -3.4912
H -0.2083 0.6489 -3.8789
H -0.4744 2.1425 -4.7564
H 1.6926 2.8936 -1.8555
H 3.1076 1.9565 -2.3972
C -0.1828 4.8558 1.8263
C 0.1841 3.3830 1.6921
C 1.6351 3.1150 2.0740
C -0.8142 2.5070 2.4413
C -0.7715 2.4922 3.9740
O -1.0621 1.1265 4.3141
C -0.8984 0.4281 3.1459
N -0.6499 1.0944 2.1065
C -1.0242 -1.0323 3.2536
C -1.2538 -1.5579 4.5257
C -1.2926 -2.9229 4.7465
C -1.0556 -3.7884 3.6908
C -0.8366 -3.2719 2.4240
C -0.8750 -1.9031 2.1624
P -0.6079 -1.4077 0.4026
C 1.0443 -2.2452 0.3030
C 1.4068 -3.2099 -0.6322
C 2.7033 -3.7079 -0.6752
C 3.6606 -3.2486 0.2154
C 3.3120 -2.2850 1.1531
C 2.0207 -1.7888 1.1913
C -1.6158 -2.5268 -0.6358
C -2.5465 -3.4609 -0.1988
C -3.2465 -4.2357 -1.1114
C -3.0317 -4.0892 -2.4748
C -2.1265 -3.1388 -2.9223
C -1.4329 -2.3575 -2.0097
H 0.4991 5.4834 1.2475
H -0.1298 5.1854 2.8706
H -1.1972 5.0299 1.4646
H 0.0656 3.0905 0.6415
H 1.8623 3.4413 3.0945
H 2.3092 3.6497 1.4000
H 1.8606 2.0501 1.9880
H -1.8247 2.7610 2.1102
H -1.5281 3.1230 4.4370
H 0.2172 2.7349 4.3831
H -1.3993 -0.8690 5.3450
H -1.4841 -3.3036 5.7429
H -1.0369 -4.8611 3.8440
H -0.6177 -3.9540 1.6117
H 0.6760 -3.5764 -1.3409
H 2.9629 -4.4525 -1.4189
H 4.6737 -3.6316 0.1754
H 4.0524 -1.9048 1.8472
H 1.7635 -1.0194 1.9120
H -2.7835 -3.5407 0.8529
H -3.9866 -4.9409 -0.7511
H -3.5897 -4.6901 -3.1839
H -1.9690 -2.9835 -3.9829
H -0.7482 -1.5915 -2.3651
O -3.6309 1.1699 2.5257
Se -3.6786 0.7377 0.9530
O -2.7030 1.7970 0.0845
O -2.9185 -0.7118 0.7210
O -5.1875 0.6960 0.3733
```

Output
ΔE to the lowest compared entry with this formula, charge and spin   0.00 kJ/mol
Gap between HOMO and LUMO   0.225 Ha
Total charge   -2
E_HOMO   -1.80 eV
LUMO   4.32 eV
2S+1   1